Record 1
This record from the Open Molecules 2025 dataset describes 16 unconnected molecules or ions with the total composition C19H70N20O16 in a non-equilibrium geometry. The level of theory is ωB97M-V/def2-TZVPD.

XYZ file:
```
125
Properties=species:S:1:pos:R:3:forces:R:3:mulliken_charge:R:1
C -4.868444 -1.522012 -3.454169 0.0 -2.6 2.7 -0.82
C -4.832677 -0.249866 -2.655941 -0.1 -0.1 0.5 -0.45
O -3.443032 0.229730 -2.552795 -1.8 -1.8 -0.9 -0.42
H -5.909445 -1.846000 -3.633958 0.4 0.5 -0.2 0.43
H -4.420622 -2.447239 -2.851873 -0.5 2.0 -1.4 0.07
H -4.330553 -1.323376 -4.344184 0.4 -0.4 -1.1 0.17
H -5.266473 -0.339298 -1.638460 0.3 0.0 -0.5 0.31
H -5.495964 0.398635 -3.240678 0.5 0.7 0.3 0.40
H -3.533066 1.083190 -2.188763 0.4 1.7 0.8 -0.11
C -1.381690 -3.203848 4.109673 -0.6 -1.9 1.1 -0.90
C -0.915897 -1.826121 4.632052 -0.6 -2.2 -0.9 -0.34
O -0.426167 -1.135341 3.503230 0.3 0.6 -0.2 0.36
H -2.325358 -3.064512 3.522947 0.8 -0.2 0.3 0.11
H -1.655964 -3.923625 4.971520 0.3 1.2 -1.2 0.40
H -0.649243 -3.817994 3.499590 -0.6 1.1 0.7 0.27
H -0.140475 -1.907063 5.385574 0.2 0.2 0.0 0.42
H -1.813430 -1.343776 4.965151 -0.3 0.5 0.7 0.32
H -1.100057 -1.189529 2.812397 -0.4 0.7 -0.3 -0.48
C -2.506561 -4.114901 -0.976143 -0.1 -0.1 1.7 -1.59
C -1.568610 -3.053069 -0.421853 0.6 -2.9 0.0 0.59
O -0.293727 -3.372292 -0.913126 -0.6 -1.3 -2.0 -0.59
H -2.498055 -4.018460 -2.006912 0.2 -0.1 -2.2 0.39
H -3.511603 -3.877451 -0.703979 -0.9 0.1 0.5 0.42
H -2.334247 -5.171103 -0.728928 0.4 0.5 0.2 0.37
H -1.330460 -3.165421 0.595900 -1.3 0.4 2.1 0.51
H -1.965405 -2.111586 -0.682066 -0.1 1.6 -0.2 -0.32
H 0.296721 -2.702292 -0.649853 1.5 1.6 0.3 -0.39
C -3.438647 2.658378 0.276097 -8.0 -2.6 0.8 0.75
O -4.609794 2.139254 0.666337 4.4 1.7 -0.9 -0.79
N -2.375205 2.741373 0.963184 3.6 0.2 2.9 -0.01
N -3.264960 2.984180 -0.968931 -2.5 0.4 -4.6 -0.21
H -2.404693 2.659244 1.943486 -0.5 -0.1 1.3 -0.09
H -1.697155 3.407556 0.688831 0.9 0.8 -0.7 0.13
H -4.142779 2.878684 -1.527711 1.3 0.6 0.7 0.32
H -2.492954 3.535565 -1.334359 0.1 0.0 0.2 0.18
C -1.375207 -2.297121 -4.485363 4.4 -6.1 0.5 0.10
O -0.579204 -3.382489 -4.702748 -3.5 4.9 0.3 -0.77
N -1.681534 -1.913866 -3.291280 0.4 -1.4 4.4 1.37
N -1.786927 -1.469955 -5.385216 -0.2 1.7 -6.8 -0.32
H -1.282514 -2.511115 -2.530427 -0.3 1.0 -1.1 -0.09
H -2.320588 -1.174104 -3.044357 0.2 0.2 -0.2 -0.55
H -1.376586 -1.589595 -6.344564 -0.8 -0.1 1.5 0.29
H -2.282335 -0.592238 -5.295850 0.1 -0.3 0.8 0.25
C 4.111176 -0.250086 -1.917365 7.4 5.7 -3.3 -0.15
O 5.105522 0.531931 -2.412345 -4.3 -2.7 1.1 -0.85
N 4.449231 -1.223221 -1.154382 2.2 -5.4 2.1 -0.13
N 2.876958 0.089925 -1.886184 -5.3 1.1 -0.2 2.32
H 5.433771 -1.574985 -1.126389 -1.3 0.7 -1.0 0.40
H 3.755554 -1.975223 -0.978436 0.1 0.3 0.4 0.15
H 2.514200 0.899656 -2.412069 0.7 -0.9 0.2 -0.66
H 2.076196 -0.499218 -1.485863 0.8 0.4 -0.5 -1.07
C -0.134549 0.237704 -0.366270 2.5 -5.4 -5.0 0.04
O 0.408435 -0.764046 -1.156196 -2.0 3.8 3.2 0.65
N 0.291233 0.544119 0.781401 2.7 -1.5 3.5 4.28
N -1.052047 1.006757 -0.849298 -4.4 1.9 -2.8 2.72
H 1.023418 -0.025840 1.250232 -0.4 0.5 -0.8 -1.38
H -0.035699 1.307171 1.290804 -0.8 1.7 1.0 -1.25
H -1.348861 0.798936 -1.828045 0.5 0.3 1.0 -1.00
H -1.741566 1.625443 -0.300952 2.1 -1.5 -0.8 -1.41
C 1.656951 3.229377 2.386971 -7.9 -1.6 -1.2 -0.26
O 0.350073 2.838658 2.319243 5.0 1.5 0.7 -0.67
N 2.278730 3.549988 1.318458 1.9 4.1 -5.9 -0.42
N 2.345467 3.303290 3.446665 -5.0 0.4 6.0 -0.32
H 1.640621 3.575448 0.411509 1.3 0.1 2.3 0.48
H 3.113641 4.245828 1.298868 -2.0 -1.8 0.6 0.32
H 1.716233 3.098244 4.261517 1.6 0.3 -0.6 0.44
H 3.256474 3.117852 3.421341 4.9 -0.9 0.0 0.25
C 0.421419 1.325165 -3.952689 -4.3 0.4 -1.0 0.57
O -0.823200 1.823953 -3.762621 5.5 -1.9 -0.1 -0.67
N 0.604199 0.127245 -4.494931 -1.8 -3.6 -0.6 -0.11
N 1.563146 1.999282 -3.753568 0.9 3.2 1.3 -0.57
H -0.290422 -0.467537 -4.493233 2.1 1.5 -0.2 -0.23
H 1.458153 -0.481663 -4.656098 -1.2 1.8 0.8 0.29
H 1.304389 2.913216 -3.270380 1.2 -1.5 -1.6 0.24
H 2.479718 1.823292 -4.260580 -1.9 0.4 0.9 0.26
C 4.461574 1.073886 1.472922 -0.2 4.3 3.7 0.25
O 4.671861 1.765391 2.660476 -1.1 -2.9 -5.0 -0.79
N 3.686975 1.531665 0.488439 -0.9 0.5 -0.7 0.16
N 4.860797 -0.158864 1.260601 2.8 -3.5 3.6 -0.22
H 3.116200 2.394214 0.789115 1.2 -1.9 -0.9 0.42
H 3.324772 0.834558 -0.269506 0.7 1.9 1.7 -0.28
H 5.000382 -0.702286 2.197719 0.5 1.3 -2.5 0.44
H 4.873395 -0.678955 0.334660 -0.2 0.9 0.7 0.70
C 2.042175 -2.079746 1.250070 4.4 -2.9 -5.8 -0.35
O 2.644058 -2.699629 0.177853 -2.3 2.4 4.0 -1.00
N 1.136984 -2.723820 1.873879 -2.7 -3.4 0.7 0.29
N 2.426778 -0.883858 1.640343 1.6 1.6 0.6 0.10
H 0.958004 -3.684760 1.547971 0.2 1.0 0.0 0.48
H 0.493605 -2.339971 2.534791 0.2 0.5 0.6 -0.14
H 3.447929 -0.606300 1.282080 -2.9 -0.9 1.0 -0.53
H 2.170633 -0.561194 2.601086 0.4 -0.7 -0.9 -0.39
C 2.627265 -0.347405 5.070385 -1.9 -5.2 4.4 0.59
O 2.235991 -1.540682 5.792896 2.3 6.2 -4.0 -0.74
N 1.784831 0.258782 4.273336 -3.7 1.1 -2.1 -0.18
N 3.785110 0.273654 5.213479 2.7 -1.2 2.2 -0.21
H 0.772467 -0.122295 4.253177 2.3 1.0 -0.4 -0.43
H 2.007681 1.124772 3.696019 -0.3 -1.7 1.4 0.12
H 4.409487 -0.149543 5.919738 -0.6 0.3 -0.8 0.30
H 4.031875 1.225524 4.983384 -0.5 -0.3 -0.6 0.16
C 0.325735 4.217902 -1.416312 -8.6 -2.6 4.0 0.14
O -0.961276 4.389751 -1.046676 5.5 0.2 -1.6 -0.87
N 0.943386 4.820677 -2.312260 2.7 5.5 -4.9 -0.20
N 0.955789 3.167360 -0.921906 -1.0 -2.3 2.2 0.00
H 1.971339 4.729896 -2.370059 -1.1 0.4 -0.3 0.28
H 0.453518 5.626964 -2.769911 1.0 -1.1 0.6 0.33
H 0.331433 2.423572 -0.570893 0.3 0.6 -0.3 -0.62
H 1.863215 2.845857 -1.119028 1.2 -0.3 -1.1 0.69
C 2.525566 -2.416439 -3.735108 -2.6 1.2 -0.3 -1.27
O 3.426876 -3.198490 -3.112117 1.1 -3.5 0.6 -0.52
H 3.035515 -1.516938 -4.018811 0.0 0.7 -0.4 0.38
H 1.703801 -2.240128 -3.018071 -0.1 0.7 -0.4 0.35
H 2.032355 -2.903428 -4.580280 0.2 0.1 -0.4 0.55
H 2.940811 -4.055688 -3.141719 1.2 0.4 0.7 0.38
C -3.713934 -0.951076 1.532977 -0.9 -0.5 0.3 -0.79
O -2.495468 -0.293829 1.661845 0.6 -1.4 2.7 0.72
H -3.832535 -1.617811 2.409704 0.3 -0.1 -0.7 0.43
H -3.789336 -1.451474 0.563248 -0.1 -0.4 0.3 -0.17
H -4.541598 -0.270834 1.628583 -0.4 0.6 -0.2 0.34
H -2.286018 0.213203 0.928224 0.3 1.4 -2.2 -0.65
C -2.562936 1.783343 3.990794 -0.9 -0.7 -0.5 -0.19
O -3.447051 2.779478 3.413480 3.1 1.9 2.2 -0.67
H -3.195718 0.899904 3.822661 1.1 -0.5 0.6 0.09
H -2.401524 1.948932 5.084635 -0.1 0.1 -1.0 0.32
H -1.576304 1.667583 3.425568 -1.3 0.3 0.8 -0.04
H -4.153454 2.388788 2.975923 -2.0 -1.4 -1.4 0.34
```
Positions in Å, forces in eV/Å.

Computed properties:
LUMO: -0.4 eV
frontier orbital gap: 8.604 eV
energy above the lowest of the compared OMol25 structures with the same formula, charge and spin: 0.0 kcal per mole
E: -83397.6083 eV
highest occupied orbital energy: -9.053 eV



Record 2
This record from the Open Molecules 2025 dataset describes a molecular structure, C19H73AlO23P in a non-equilibrium geometry. The level of theory is ωB97M-V/def2-TZVPD.

XYZ file:
```
117
Properties=species:S:1:pos:R:3:forces:R:3:mulliken_charge:R:1
Al 2.178685 -1.604219 -3.156350 -0.2 -1.2 0.7 0.80
C -1.016125 -3.659189 -4.391590 2.5 -0.4 0.9 -0.32
O 0.215315 -4.091319 -3.840600 -0.6 0.4 -0.7 -0.53
H -1.777925 -4.433889 -4.304360 -0.5 -0.2 0.5 0.32
H -1.256675 -2.751239 -3.838550 -0.8 0.2 -0.1 -0.21
H -0.935785 -3.453479 -5.458990 0.0 0.4 -0.6 0.28
C 4.022325 1.842971 -4.721690 -1.9 -0.7 1.5 -1.13
O 3.050875 1.072081 -4.012140 1.2 1.0 -0.6 -0.32
H 3.559825 2.362761 -5.560760 0.0 0.0 -0.9 0.35
H 4.371835 2.681041 -4.118720 0.5 0.5 0.5 0.24
H 4.935295 1.340001 -5.040450 0.2 -0.5 -0.3 0.24
C -0.293055 0.347511 -0.155230 0.7 -2.2 -1.4 0.01
O 0.077835 -0.575849 -1.132010 -0.3 0.6 0.4 -0.79
H -0.310335 1.376801 -0.513520 -0.2 0.7 0.0 -0.15
H -1.265855 0.050471 0.236590 -1.3 0.4 0.3 -0.41
H 0.311855 0.300541 0.750300 0.8 0.3 0.5 0.09
P 3.212715 -4.578469 -1.808290 -1.5 1.0 -0.5 0.63
O 2.598475 -5.891969 -2.253870 -0.2 -2.3 -0.4 -0.60
O 3.557025 -3.913619 -3.151360 0.4 1.4 -0.8 -0.61
O 4.375295 -4.841849 -0.895050 0.2 0.4 0.6 -0.77
O 1.932355 -3.845999 -1.291720 1.1 0.9 0.7 -0.28
C 1.543355 4.221741 1.096420 0.7 0.7 -1.3 0.30
O 2.787395 4.537121 0.420920 -0.6 -0.4 1.0 -0.61
H 1.454245 5.035561 1.816050 -0.3 -0.4 0.4 0.23
H 0.739195 4.277671 0.362730 -0.2 0.2 0.1 -0.24
H 1.461595 3.213691 1.502930 0.4 0.1 0.3 -0.13
H 2.796155 4.000631 -0.375140 0.0 -0.3 -0.7 0.38
C -3.527785 -0.771009 5.447730 -2.0 -0.5 0.2 -0.77
O -2.309785 -0.258669 5.067060 0.4 0.4 0.5 -0.57
H -3.674555 -1.822459 5.200700 0.5 -0.4 0.3 0.28
H -3.770285 -0.621979 6.499910 0.5 0.0 0.1 0.29
H -4.362425 -0.329839 4.902890 -0.2 0.6 -0.2 0.33
H -2.235775 -0.559949 4.158570 0.8 -0.2 -1.1 0.55
C -3.358095 -1.266499 2.080020 1.2 -1.0 -1.7 -0.25
O -2.072055 -1.577529 2.669240 -1.1 0.3 0.6 -0.52
H -4.198275 -1.736849 2.590860 0.2 0.7 0.7 0.47
H -3.352595 -0.215509 1.791050 -0.8 0.2 0.6 0.33
H -3.375215 -1.783079 1.120360 -0.1 0.0 -0.2 -0.25
H -1.447215 -1.318219 1.988120 0.6 -0.1 -0.2 0.14
C 0.395465 0.567251 -6.170660 -0.1 -1.1 0.4 -0.64
O -0.017275 -0.263189 -5.095050 0.7 0.6 0.1 -0.10
H 0.189965 0.004521 -7.081260 0.1 0.2 -0.6 0.30
H -0.104065 1.534751 -6.220920 -0.1 0.2 0.2 0.26
H 1.470835 0.711811 -6.066820 0.0 0.1 0.1 0.05
H -0.970745 -0.245079 -4.984770 -0.1 -0.2 -0.3 0.17
C 2.258435 -2.312539 1.672320 -0.9 -0.9 0.5 0.04
O 1.252765 -3.165239 1.184290 -0.4 0.7 1.0 -0.17
H 1.869465 -2.042169 2.654000 0.4 0.6 0.2 -0.40
H 3.130715 -2.951629 1.809360 0.7 0.5 0.0 0.52
H 2.402515 -1.435589 1.041210 0.2 0.0 -0.1 0.02
H 1.569425 -3.475999 0.332960 -0.1 -0.7 -1.8 0.23
C 0.845055 3.563371 -2.633170 0.8 -1.1 -1.4 -0.28
O 2.153385 3.287741 -2.188900 0.0 1.5 2.0 -0.43
H 0.332365 2.607141 -2.737500 -0.5 0.0 0.0 0.06
H 0.255975 4.261741 -2.038730 0.5 0.0 0.5 -0.01
H 0.997365 3.977261 -3.629960 -0.7 0.3 -0.3 0.41
H 2.579635 2.660051 -2.777030 0.0 -1.4 -0.8 0.09
C 1.104345 -1.260439 5.583790 0.2 0.7 -0.8 -0.38
O -0.104035 -1.486909 6.220900 -0.3 -0.8 1.8 -0.60
H 1.963745 -1.327929 6.250860 -0.2 -0.6 0.4 0.26
H 1.198145 -1.952569 4.746970 0.5 0.2 -0.2 0.15
H 1.171385 -0.217959 5.272620 0.0 0.1 -0.6 0.19
H -0.871015 -1.284079 5.680350 0.0 0.4 -0.4 0.38
C -1.515505 6.149851 0.440890 1.0 -0.2 -0.5 -0.08
O -2.496355 5.622721 1.297200 -0.5 0.3 0.2 -0.47
H -1.295455 5.452961 -0.367820 -0.3 -0.1 0.0 -0.22
H -1.803335 7.108491 0.009310 -0.1 0.1 -0.1 0.33
H -0.583865 6.263031 0.995280 0.2 0.2 -0.1 0.24
H -2.563295 6.324291 1.949060 -0.4 -0.3 0.5 0.28
C 5.104015 -0.059059 3.611250 0.6 -1.7 -1.2 -0.60
O 5.297235 0.427751 4.926560 -0.3 0.9 -0.1 -0.53
H 4.733025 -1.083949 3.619510 -0.8 0.1 0.2 0.32
H 4.509565 0.544021 2.924940 -0.4 0.4 0.9 0.19
H 5.990105 -0.221809 2.997690 0.9 0.5 0.4 0.39
H 6.017465 -0.019759 5.376690 -0.1 -0.2 -0.3 0.27
C -6.575255 -0.039949 -1.551880 -1.0 -0.2 -0.8 -0.71
O -5.796245 -0.251139 -0.433960 0.7 0.0 0.5 -0.42
H -6.712465 -1.024179 -1.999740 -0.5 0.0 0.0 0.27
H -7.519555 0.441051 -1.296870 -0.6 -0.3 0.2 0.30
H -6.259405 0.589421 -2.383890 1.2 0.2 0.2 0.22
H -5.289915 0.534001 -0.213080 0.2 0.4 -0.1 0.35
C -0.915465 -5.494179 3.014260 1.2 1.1 -1.8 -0.51
O -0.515435 -5.076169 1.666680 -1.6 -1.7 1.6 -0.41
H -1.406505 -6.467209 3.000190 -0.1 0.1 -0.3 0.24
H 0.009945 -5.563359 3.586040 -0.1 -0.2 0.5 0.25
H -1.551325 -4.723099 3.449250 -0.3 -0.1 0.3 0.11
H -0.037995 -4.249569 1.768530 0.6 0.5 -0.4 0.46
C 2.266515 2.126301 3.950170 0.8 -1.1 0.2 -0.47
O 2.741595 2.155671 5.295080 -0.4 0.6 0.3 -0.60
H 2.912945 2.698831 3.285010 -0.3 0.5 0.0 0.42
H 2.369385 1.096081 3.609350 -0.5 -0.1 -0.3 -0.03
H 1.214055 2.407481 3.913250 0.2 0.2 0.0 0.35
H 3.489915 1.558241 5.363500 0.2 -0.1 -0.1 0.34
C -2.904945 0.644371 -3.875240 -0.5 2.0 2.0 -0.25
O -2.714215 -0.305979 -4.819420 0.0 -1.5 -1.8 -0.47
H -3.955085 0.643151 -3.583180 -0.1 0.0 0.7 0.03
H -2.226265 0.513351 -3.032440 -0.1 -0.5 0.1 0.06
H -2.699145 1.659421 -4.214980 0.2 0.3 -0.4 0.42
H -3.400065 -0.162159 -5.475560 0.2 -0.4 -0.3 0.22
C -3.377025 2.867721 -0.532390 -0.1 0.8 -0.5 -0.26
O -4.724475 2.467521 -0.392920 -1.2 -0.4 0.1 -0.57
H -3.358505 3.955621 -0.467390 0.4 0.1 0.5 0.26
H -2.767155 2.360261 0.215030 0.4 0.2 -0.4 0.16
H -3.121065 2.697961 -1.578230 0.5 -0.7 0.3 0.08
H -5.162135 3.053451 0.228970 0.1 -0.1 0.1 0.25
C -2.548035 -2.996539 -1.196090 2.0 2.3 -0.2 -0.65
O -1.133705 -3.207139 -1.118050 -1.7 -2.2 0.2 -0.19
H -2.531535 -1.910249 -1.284500 -1.1 0.6 0.0 0.06
H -3.040805 -3.322719 -2.111990 0.2 -0.7 -0.1 0.19
H -3.133535 -3.236089 -0.308460 0.2 -0.6 0.2 0.28
H -0.682275 -2.360729 -1.080610 0.5 1.1 -0.1 0.21
C 5.127285 0.103081 -1.446660 -0.4 0.2 -0.6 -0.64
O 4.152475 -0.769339 -0.920700 0.0 0.0 0.4 -0.27
H 4.650795 1.078511 -1.544610 0.2 0.2 0.3 0.14
H 6.035005 0.110361 -0.843250 0.1 0.3 0.1 0.33
H 5.380425 -0.146749 -2.477000 0.2 -0.3 -0.1 0.21
H 4.599895 -1.476149 -0.449700 -0.2 -0.4 -0.2 0.21
```
Positions in Å, forces in eV/Å.

Computed properties:
LUMO: 4.6 eV
frontier orbital gap: 3.591 eV
E: -83849.0157 eV
total charge: -3
highest occupied orbital energy: 1.043 eV